(1)
A cluster of 2 separate species, C3H12N3O in total. Source: the OMol25 dataset; level of theory: ωB97M-V with the def2-TZVPD basis set.

XYZ file:
```
19
Properties=species:S:1:pos:R:3:forces:R:3
O -1.76869 0.59237 0.15327 0.5 0.0 0.0
N 0.68097 0.64828 1.21016 -0.2 0.0 0.0
N -3.61835 -0.67378 -0.09459 0.0 -0.6 0.0
N 0.86422 -1.51704 0.38589 -0.2 -0.3 -0.1
C -2.96774 0.47932 -0.05278 -0.5 0.3 -0.1
C 1.52704 -0.25560 0.32662 0.2 0.0 -0.1
C 1.61141 0.40080 -1.04379 0.1 -0.1 0.2
H 0.61222 0.59699 -1.42626 -0.1 0.0 -0.1
H -4.60934 -0.72139 -0.26208 0.0 0.1 0.0
H 1.47466 -2.31869 0.31953 0.1 0.1 0.0
H 0.13333 -1.59064 -0.31184 0.0 -0.1 0.0
H 2.16826 1.33390 -1.00412 0.0 0.1 0.0
H 2.51660 -0.33638 0.79002 -0.2 0.0 0.0
H -3.12570 -1.54403 0.05907 -0.1 0.2 0.0
H 1.02330 1.61067 1.23150 0.0 -0.1 0.1
H -0.30172 0.63742 0.81279 0.4 0.1 0.3
H -3.60239 1.35858 -0.22335 0.0 0.0 0.0
H 0.63495 0.25922 2.15587 0.1 0.1 -0.2
H 2.12355 -0.26107 -1.73812 0.0 0.0 0.0
```
Positions in Å, forces in eV/Å.

* spin multiplicity: 1
* HOMO: -14.031 eV
* ΔE to the lowest compared entry with this formula, charge and spin: 46.75 kJ/mol
* charge: +1
* energy: -360.8169 hartree
* HOMO-LUMO gap: 11.373 eV

(2)
A cluster of 2 separate species, C3H12N4 in total in a non-equilibrium geometry. Source: the OMol25 dataset; level of theory: ωB97M-V with the def2-TZVPD basis set.

XYZ file:
```
19
Properties=species:S:1:pos:R:3:forces:R:3
N 1.94897 -0.42475 -0.15245 -0.5 1.7 1.3
N -0.22029 1.00352 1.05500 -1.4 -2.8 0.9
N -0.45998 2.18743 0.41093 -0.3 1.6 -1.2
N -1.88293 -0.01742 -0.30136 -0.1 -0.1 -0.2
C -0.93494 -1.23373 1.61775 0.1 0.2 -0.3
C 1.89096 -0.09662 -1.56268 -0.3 0.1 0.0
C -0.99327 -0.01198 0.73811 1.2 1.0 0.9
H -1.66793 0.63757 -1.04107 -0.1 0.0 0.0
H 1.72643 -1.40830 -0.01316 -0.2 0.5 0.3
H 0.89788 -0.29769 -1.98191 -0.1 0.0 -0.4
H 1.33724 0.28737 0.44896 1.7 -2.6 -1.5
H -1.45017 2.33893 0.22605 0.0 0.0 -0.1
H -1.79162 -1.22158 2.29857 0.1 -0.1 -0.1
H 2.63318 -0.65341 -2.14455 -0.1 0.1 0.1
H 2.07826 0.97261 -1.70724 0.1 -0.1 0.0
H -0.97217 -2.14178 1.01139 -0.1 0.0 0.1
H -0.01610 -1.23393 2.20787 -0.2 0.1 -0.1
H 0.04708 2.24133 -0.47113 0.1 0.1 0.0
H -2.17059 -0.92757 -0.63909 0.0 0.2 0.2
```
Positions in Å, forces in eV/Å.

* spin multiplicity: 1
* HOMO: -8.193 eV
* ΔE to the lowest compared entry with this formula, charge and spin: 183.56 kJ/mol
* energy: -340.4605 hartree
* HOMO-LUMO gap: 8.876 eV

(3)
A cluster of 2 separate species, C3H12NO in total in a non-equilibrium geometry. Source: the OMol25 dataset; level of theory: ωB97M-V with the def2-TZVPD basis set.

XYZ file:
```
17
Properties=species:S:1:pos:R:3:forces:R:3
O 1.33193 -1.92720 0.09835 0.6 -0.9 0.4
N -0.30502 -0.00099 -0.66256 0.1 0.1 -0.4
C -0.86969 0.65035 -1.87729 -0.3 1.1 -0.6
C 0.43512 0.43561 1.72511 0.0 0.1 -0.1
C -0.44356 0.84541 0.56310 0.0 0.4 0.6
H 0.68470 -0.25865 -0.87809 -0.3 0.4 0.6
H 0.00705 0.95299 -2.50506 -1.1 -0.6 0.1
H -0.70221 -0.94450 -0.51430 -0.7 -0.5 0.2
H 0.19240 -0.59405 1.95303 0.6 -0.5 -0.2
H 0.06287 0.91557 2.62786 0.2 0.6 0.0
H 2.05619 -2.55807 -0.05531 0.1 0.3 -0.4
H -1.42650 1.57954 -1.66114 0.6 -0.3 0.5
H -1.67902 0.06374 -2.33637 0.9 -0.5 -0.1
H -1.44935 0.79961 1.03463 0.1 -0.1 -1.4
H 0.84908 -2.42971 0.78932 -0.5 0.3 -0.1
H -0.24026 1.82767 0.14063 -0.1 0.3 0.7
H 1.49625 0.64266 1.55808 -0.2 -0.4 0.2
```
Positions in Å, forces in eV/Å.

* spin multiplicity: 2
* HOMO (alpha / beta): -2.894 / -11.554 eV
* ΔE to the lowest compared entry with this formula, charge and spin: 107.50 kJ/mol
* energy: -251.3395 hartree
* HOMO-LUMO gap (alpha / beta): 3.764 / 12.253 eV

(4)
A cluster of 2 separate species, C3H12NO in total in a non-equilibrium geometry. Source: the OMol25 dataset; level of theory: ωB97M-V with the def2-TZVPD basis set.

XYZ file:
```
17
Properties=species:S:1:pos:R:3:forces:R:3
O -0.91365 1.81296 1.78253 -0.1 0.2 -0.2
N 0.03271 0.19990 -0.60613 -0.1 1.0 -1.0
C -0.58749 -2.00559 0.34936 0.6 -0.3 0.1
C 1.08275 1.00917 -1.41339 0.1 -0.3 1.8
C 0.48069 -1.07311 -0.03660 -1.4 -0.2 0.2
H -0.20923 -2.95462 0.72487 0.2 0.1 0.2
H -0.40914 0.79050 0.12738 0.5 0.2 0.4
H 0.94791 -0.81422 0.96221 0.6 -0.2 -0.1
H -0.75522 0.14588 -1.24131 -0.5 -0.8 -0.4
H -1.85052 2.04770 1.95269 0.1 -0.2 0.0
H -1.33164 -2.26769 -0.45536 -0.3 0.3 0.0
H -1.27296 -1.54478 1.11811 -0.4 -0.2 -0.2
H 1.18039 0.61049 -2.41673 -0.2 0.1 0.0
H 1.98680 0.87134 -0.83169 0.4 0.1 -0.3
H 1.27527 -1.53371 -0.63045 0.6 0.1 0.0
H 0.78228 2.04657 -1.31135 0.0 0.1 -0.6
H -0.43894 2.65918 1.92586 0.0 -0.2 0.0
```
Positions in Å, forces in eV/Å.

* spin multiplicity: 2
* HOMO (alpha / beta): -22.749 / -20.370 eV
* ΔE to the lowest compared entry with this formula, charge and spin: 155.12 kJ/mol
* charge: +2
* energy: -250.6475 hartree
* HOMO-LUMO gap (alpha / beta): 15.247 / 3.950 eV

(5)
A cluster of 3 separate species, C3H12NO2 in total. Source: the OMol25 dataset; level of theory: ωB97M-V with the def2-TZVPD basis set.

XYZ file:
```
18
Properties=species:S:1:pos:R:3:forces:R:3
O -0.40872 -0.72367 -2.74101 0.3 0.1 0.5
O 0.57454 2.98757 -0.95296 0.5 0.6 0.2
N -0.18846 -0.87513 0.22350 0.7 -0.5 0.1
C -0.00966 -1.61886 1.48564 -0.5 -0.2 -0.5
C 0.11278 -0.76333 2.71581 0.7 -0.2 -0.4
C -0.21800 0.37525 0.05603 -0.6 0.7 -0.3
H 0.93845 -0.05426 2.60709 -0.2 0.2 0.0
H 1.54086 2.99631 -1.00070 -0.1 -0.3 -0.1
H -0.14675 -1.46048 -0.61666 -0.5 0.4 -0.1
H 0.40245 3.93806 -0.85062 -0.3 -0.3 -0.1
H 0.45780 -1.45533 3.47779 -0.4 0.1 0.5
H -0.82226 -0.26557 2.96662 0.1 0.0 0.2
H -0.41610 0.77066 -0.92434 0.3 -0.1 -0.4
H -0.12473 1.10985 0.84074 0.0 -0.3 0.5
H -0.86603 -2.29681 1.53613 -0.1 0.1 0.1
H 0.14367 -0.25585 -3.38780 -0.5 -0.4 0.0
H 0.82978 -2.28096 1.30511 0.4 0.1 0.2
H -1.18482 -1.10471 -3.16554 0.2 0.2 -0.4
```
Positions in Å, forces in eV/Å.

* spin multiplicity: 1
* HOMO: -15.302 eV
* ΔE to the lowest compared entry with this formula, charge and spin: 83.60 kJ/mol
* charge: +1
* energy: -326.4813 hartree
* HOMO-LUMO gap: 11.214 eV

(6)
A cluster of 3 separate species, C3H12NO2S in total in a non-equilibrium geometry. Source: the OMol25 dataset; level of theory: ωB97M-V with the def2-TZVPD basis set.

XYZ file:
```
19
Properties=species:S:1:pos:R:3:forces:R:3
S -0.30371 -1.35525 0.70715 -0.2 0.3 -0.1
O 2.77021 0.04687 0.84921 -0.5 -0.2 0.0
O 1.73942 -1.19063 -1.79903 0.1 0.0 0.1
N -0.10934 1.58665 -0.77210 -0.1 -0.2 0.5
C -0.87474 0.31294 1.23521 1.1 0.0 0.2
C -1.25457 1.28809 0.12118 -0.6 -0.1 -0.2
C -2.44240 0.78561 -0.73021 0.2 0.2 0.2
H 1.43854 -0.45142 -2.33882 -0.1 -0.1 0.1
H -1.54751 2.23006 0.60607 0.0 0.0 -0.1
H -1.62598 0.19908 2.01312 -0.5 0.1 -0.2
H 1.85361 -0.22931 1.07818 0.3 0.0 0.0
H 2.86566 -0.44621 0.02171 0.1 0.1 -0.1
H -0.02624 0.79766 1.74193 -0.1 0.0 0.1
H 1.06615 -1.27660 -1.07180 0.0 0.0 -0.2
H -2.06292 0.45575 -1.69733 -0.2 -0.1 0.0
H 0.56868 2.13160 -0.24279 -0.1 0.0 0.0
H 0.34774 0.67412 -0.83021 0.1 0.1 -0.3
H -3.15783 1.59988 -0.87899 0.0 -0.1 -0.2
H -2.95489 -0.04893 -0.24978 0.1 0.0 0.0
```
Positions in Å, forces in eV/Å.

* spin multiplicity: 1
* HOMO: -3.388 eV
* ΔE to the lowest compared entry with this formula, charge and spin: 0.00 kJ/mol
* charge: -1
* energy: -724.9835 hartree
* HOMO-LUMO gap: 7.341 eV